[1]
C17H24BF4I2N4O11P2S3 as an isolated structure at a distorted geometry. Source: the OMol25 dataset; level of theory: ωB97M-V/def2-TZVPD.

Each line ends with the Löwdin charge.
CARTESIAN COORDINATES (ANGSTROEM)
C 2.33 -1.48 4.03  -0.19
C 2.97 -0.62 2.79  -0.35
P 2.26 -1.16 1.07  0.97
C 3.87 -1.52 0.16  -0.40
C 4.17 -3.12 0.36  -0.16
N 1.23 0.11 0.36  -0.20
C -0.05 0.28 1.20  -0.51
I -0.83 -1.55 2.21  1.11
B 0.01 1.28 2.53  -0.62
O -0.51 0.90 3.83  0.00
O 0.61 2.61 2.43  0.10
C -1.32 0.67 0.26  -0.33
C -2.49 1.63 0.78  -0.11
C -3.47 0.94 1.90  -0.67
O -3.55 1.46 3.06  -0.01
I -4.65 -0.88 1.47  0.70
C -0.47 1.09 -1.09  -0.36
N 0.16 2.37 -0.62  0.11
C -0.38 3.49 -0.97  -0.13
O -0.99 4.53 -1.32  0.19
P -1.76 1.05 -2.45  0.48
O -1.13 0.89 -4.08  -0.28
O -2.78 2.45 -2.57  -0.23
S -3.10 -0.39 -2.33  0.35
C 0.87 0.10 -1.14  -0.18
C 0.21 -1.26 -1.74  -0.17
C 1.05 -2.63 -1.70  -0.43
S 0.49 -3.85 -0.37  0.80
C -1.24 -4.34 -0.80  -0.53
N -1.89 -4.38 -2.10  0.01
N -3.15 -4.85 -1.81  -0.01
C -3.27 -5.08 -0.37  -0.05
O -2.03 -4.74 0.32  -0.09
C 2.07 0.64 -2.09  -0.17
F 3.21 1.16 -1.32  0.02
F 2.68 -0.41 -2.92  0.02
C 1.75 1.75 -3.20  -0.11
F 1.81 1.21 -4.56  0.00
F 2.82 2.75 -3.17  0.00
H 3.11 -1.42 4.88  0.08
H 1.34 -1.00 4.38  0.04
H 2.19 -2.60 3.76  0.08
H 4.11 -0.82 2.87  0.10
H 2.88 0.54 2.96  0.09
H 4.79 -0.99 0.63  0.09
H 3.91 -1.33 -0.96  0.06
H 4.02 -3.69 -0.65  0.08
H 3.34 -3.55 1.06  0.05
H 5.20 -3.33 0.82  0.08
H 1.77 0.95 0.70  0.14
H 0.17 1.14 4.50  0.12
H 1.59 2.45 2.37  0.10
H -1.87 -0.36 0.22  0.01
H -3.20 1.81 -0.13  0.12
H -2.14 2.70 1.10  0.12
H -1.14 1.80 -4.47  0.08
H -3.26 2.36 -3.44  0.10
H 0.06 -1.05 -2.88  0.14
H -0.79 -1.55 -1.22  0.08
H 0.79 -3.21 -2.69  0.10
H 2.19 -2.55 -1.71  0.06
H -4.17 -5.49 0.22  0.14
H 0.78 2.33 -3.14  0.14
O -4.99 4.06 0.30  -0.48
S -4.24 5.15 0.96  0.14
O -5.03 5.70 2.08  -0.47
O -3.96 6.22 -0.02  -0.48
O -2.95 4.61 1.47  -0.48

Its multiplicity is 1. The total charge is -1. Its LUMO energy is 0.0200 hartree. The value obtained for the HOMO energy is -0.0690 hartree. Its energy above the lowest of the compared OMol25 structures with the same formula, charge and spin is 0.0 kcal/mol. The orbital gap comes out at 0.0890 Eh. For the electronic energy, the calculation gives -125321.4293 eV.

[2]
A single C17H24ClN3O3 molecule. Source: the OMol25 dataset; level of theory: ωB97M-V/def2-TZVPD.

Each line ends with the Löwdin charge.
CARTESIAN COORDINATES (ANGSTROEM)
C -3.66 -1.50 3.88  -0.02
H -2.81 -1.39 4.54  0.09
H -4.58 -1.49 4.46  0.09
H -3.58 -2.45 3.36  0.09
C -3.68 -0.35 2.87  -0.57
C -3.73 1.00 3.59  -0.02
H -4.63 1.06 4.20  0.09
H -3.74 1.81 2.87  0.08
H -2.86 1.11 4.23  0.09
C -4.86 -0.50 1.91  -0.02
H -5.79 -0.47 2.46  0.09
H -4.80 -1.45 1.38  0.09
H -4.86 0.31 1.18  0.08
O -2.43 -0.49 2.15  0.02
C -2.09 0.38 1.19  -0.53
O -2.77 1.30 0.79  0.08
N -0.85 0.12 0.71  -0.04
C -0.40 0.86 -0.45  -0.11
H -1.10 1.68 -0.60  0.13
H 0.60 1.27 -0.24  0.13
C -0.35 -0.03 -1.70  -0.12
N 0.70 -1.03 -1.62  -0.06
C 2.04 -0.77 -1.74  -0.49
O 2.87 -1.63 -1.52  0.06
N 2.35 0.51 -2.14  0.15
C 3.61 1.04 -2.41  -0.21
C 4.80 0.34 -2.22  -0.01
C 6.01 0.95 -2.50  -0.07
C 6.07 2.26 -2.96  -0.12
C 4.88 2.95 -3.14  -0.68
C 3.66 2.36 -2.87  -0.06
H 2.75 2.92 -3.01  0.11
Cl 4.91 4.58 -3.71  0.67
H 7.01 2.73 -3.18  0.10
H 6.93 0.40 -2.36  0.11
H 4.77 -0.67 -1.87  0.10
H 1.60 1.14 -2.34  0.11
C 0.31 -2.33 -1.11  -0.14
C -0.47 -2.27 0.21  -0.13
H -1.55 -2.23 0.02  0.11
H -0.28 -3.19 0.76  0.11
C -0.10 -1.06 1.08  -0.12
H -0.32 -1.28 2.12  0.12
H 0.97 -0.84 0.98  0.14
H 1.25 -2.88 -0.96  0.12
H -0.28 -2.85 -1.87  0.13
H -1.30 -0.56 -1.80  0.14
H -0.23 0.59 -2.60  0.12

Its multiplicity is 1. The total charge is 0. Its LUMO energy is 0.0220 hartree. The value obtained for the HOMO energy is -0.3129 hartree. Its energy above the lowest of the compared OMol25 structures with the same formula, charge and spin is 0.0 kcal/mol. The orbital gap comes out at 0.3349 Eh. For the electronic energy, the calculation gives -41155.7558 eV. As for the SMILES: CC(C)(C)OC(=O)N1CCCN(C(=O)Nc2cccc(Cl)c2)CC1.

[3]
A 4-piece molecular cluster, C17H24F4N6O overall at a distorted geometry. Source: the OMol25 dataset; level of theory: ωB97M-V/def2-TZVPD.

Each line ends with the Löwdin charge.
CARTESIAN COORDINATES (ANGSTROEM)
N -1.87 -3.46 -1.74  0.19
C -1.32 -2.56 -2.13  -0.19
C -0.60 -1.29 -2.54  -0.28
N -1.64 -0.23 -2.49  0.08
C 0.55 -1.05 -1.49  -0.33
C -0.07 -1.32 -0.13  -0.20
N -0.49 -1.45 0.90  0.21
C 1.74 -2.05 -1.63  -0.13
C 1.89 -2.71 -3.03  -0.16
C 2.32 -1.73 -4.15  -0.18
F 1.43 -1.74 -5.22  -0.07
C 1.06 0.44 -1.56  -0.09
C 0.60 1.37 -0.41  -0.19
O -0.78 1.66 -0.36  -0.12
C -1.14 2.71 -1.21  -0.12
C -2.58 3.10 -0.82  -0.65
F -3.03 4.10 -1.57  0.16
F -2.59 3.44 0.47  0.15
F -3.40 2.07 -0.95  0.16
H -0.24 -1.34 -3.58  0.13
H -2.45 -0.57 -3.01  0.10
H -1.27 0.49 -3.11  0.07
H 2.72 -1.64 -1.34  0.13
H 1.55 -2.88 -0.92  0.12
H 2.66 -3.50 -2.97  0.12
H 0.97 -3.25 -3.34  0.11
H 2.38 -0.72 -3.74  0.11
H 3.30 -2.05 -4.54  0.12
H 0.87 0.92 -2.54  0.12
H 2.16 0.39 -1.48  0.12
H 1.13 2.34 -0.56  0.13
H 0.94 1.03 0.59  0.13
H -1.18 2.43 -2.29  0.12
H -0.50 3.60 -1.09  0.13
C -1.70 6.52 2.12  -0.06
C -0.53 6.25 1.25  -0.28
N 0.37 6.04 0.58  0.12
H -1.74 5.78 2.92  0.08
H -1.61 7.51 2.55  0.08
H -2.61 6.46 1.53  0.08
C 1.93 -3.01 3.73  -0.09
C 3.16 -3.08 2.92  -0.29
N 4.10 -3.15 2.29  0.11
H 1.14 -2.53 3.15  0.06
H 1.61 -4.01 4.02  0.08
H 2.12 -2.42 4.63  0.06
C -1.98 -2.44 5.13  -0.06
C -0.73 -2.59 5.89  -0.28
N 0.24 -2.69 6.48  0.13
H -1.76 -2.20 4.09  0.07
H -2.54 -3.37 5.16  0.08
H -2.58 -1.64 5.56  0.08

Its multiplicity is 1. The total charge is 0. Its LUMO energy is 0.0135 hartree. The value obtained for the HOMO energy is -0.3844 hartree. The orbital gap comes out at 0.3979 Eh. For the electronic energy, the calculation gives -39873.9749 eV. As for the SMILES: N#C[C@@H](N)[C@@](C#N)(CCCF)CCOCC(F)(F)F.CC#N.CC#N.CC#N.

[4]
C17H24IN4O5OsS as an isolated structure at a distorted geometry. Source: the OMol25 dataset; level of theory: ωB97M-V/def2-TZVPD.

Each line ends with the Löwdin charge.
CARTESIAN COORDINATES (ANGSTROEM)
Os -0.03 -1.09 0.28  1.73
C -2.77 0.46 -1.33  -0.03
O -1.65 -0.37 -1.67  -0.26
C -0.80 0.23 -2.63  -0.14
C 0.34 1.00 -1.94  -0.11
O 1.08 0.07 -1.14  -0.38
C 2.49 0.10 -1.30  -0.02
H -2.48 1.51 -1.23  0.11
H -3.16 0.12 -0.37  0.08
H -3.54 0.36 -2.09  0.12
H -1.36 0.90 -3.30  0.16
H -0.38 -0.58 -3.23  0.15
H -0.07 1.78 -1.27  0.15
H 0.99 1.48 -2.68  0.16
H 2.88 1.07 -0.95  0.12
H 2.77 -0.05 -2.35  0.13
H 2.91 -0.68 -0.68  0.10
C 1.45 2.41 7.73  -0.02
C 1.50 2.06 6.30  -0.22
C 0.40 2.36 5.47  0.01
C 0.33 1.85 4.19  -0.05
C 1.40 1.10 3.70  -0.27
C 2.55 0.88 4.46  -0.03
C 2.60 1.37 5.75  0.02
S 1.33 0.51 2.01  0.57
O 2.10 1.37 1.16  -0.22
O 1.73 -0.90 1.97  -0.32
O -0.13 0.50 1.59  -0.40
H 0.44 2.30 8.14  0.10
H 1.66 3.48 7.86  0.12
H 2.18 1.87 8.32  0.10
H -0.41 2.97 5.85  0.13
H -0.52 2.02 3.56  0.12
H 3.37 0.33 4.04  0.13
H 3.49 1.21 6.35  0.13
N -1.69 -3.09 3.48  0.15
C -2.86 -2.81 2.85  0.01
C -2.52 -2.21 1.67  -0.07
N -1.16 -2.14 1.59  -0.15
C -0.68 -2.69 2.71  -0.09
H -1.61 -3.56 4.38  0.20
H -3.82 -3.04 3.26  0.15
H -3.16 -1.85 0.89  0.12
H 0.36 -2.80 2.93  0.15
I 2.33 -6.51 -1.53  1.06
C 1.04 -4.87 -1.35  -0.68
C -0.25 -4.76 -1.86  -0.03
N -0.69 -3.54 -1.53  0.05
N 0.23 -2.84 -0.84  -0.16
C 1.30 -3.64 -0.72  -0.14
H -0.83 -5.48 -2.41  0.16
H -1.58 -3.12 -1.81  0.18
H 2.20 -3.34 -0.22  0.13

Its multiplicity is 1. The total charge is +3. Its LUMO energy (alpha / beta) is -0.4963 / -0.4973 hartree. The value obtained for the HOMO energy (alpha / beta) is -0.6068 / -0.6055 hartree. Its energy above the lowest of the compared OMol25 structures with the same formula, charge and spin is 51.2 kcal/mol. The orbital gap (alpha / beta) comes out at 0.1105 / 0.1082 Eh. For the electronic energy, the calculation gives -55588.2262 eV.